12
Properties=species:S:1:pos:R:3:lowdin_charge:R:1 method="wB97M-V/def2-TZVPD" max_force_ha_per_bohr=0.047 de_lowest_kcal_mol=95.1 homo_lumo_gap_ev="9.5 / 9.5" total_charge=+1 lumo_ev="-4.53 / -4.53" e_tot_ha=-682.773290
C 2.8730 -0.7631 -0.0472 0.14
C -1.4268 0.1196 -0.4908 -0.55
N -1.5386 1.3886 -0.2366 0.14
O 1.8828 -0.0080 -0.1961 -0.09
O 0.6173 -0.3022 0.2739 -0.22
S -2.0992 -1.1416 0.4795 0.91
H 2.6593 -1.7867 0.4639 0.16
H 3.8763 -0.2665 -0.1674 0.15
H -1.1251 -0.4565 -1.4319 0.13
H -1.9029 1.6545 0.6452 0.12
H -1.1797 2.0433 -0.9110 0.15
H -2.6363 -0.4813 1.6185 -0.03